A molecular structure, C33H35N10SSe2Ti at a distorted geometry, computed with wB97M-V/def2-TZVPD.

```
82
C33H35N10SSe2Ti wB97M-V/def2-TZVPD
Ti -14.78251 7.56374 -8.85232
C -12.11241 8.97617 -8.53036
N -13.30260 8.75387 -7.70607
C -13.99570 10.05961 -7.58973
C -15.31984 9.80227 -6.87087
C -15.80078 10.74022 -5.97414
C -16.97752 10.39980 -5.33088
C -17.57967 9.18650 -5.60274
C -17.03032 8.34046 -6.51728
N -15.87153 8.61428 -7.17247
C -13.01891 8.24344 -6.33764
C -13.49630 6.83786 -6.15254
C -13.34095 6.23087 -4.89463
C -13.55941 4.86536 -4.80862
C -13.94296 4.19044 -5.94792
C -14.17884 4.89060 -7.11920
N -13.98729 6.22088 -7.20940
C -12.48866 9.30188 -9.94795
C -11.65319 9.92499 -10.82743
C -11.99130 10.11265 -12.14748
C -13.21892 9.67211 -12.59351
C -14.00816 8.91554 -11.66845
N -13.63523 8.76424 -10.40982
H -11.59221 7.98781 -8.52774
H -11.44939 9.69284 -8.07572
H -14.32206 10.47775 -8.51596
H -13.35377 10.81903 -7.12121
H -15.24358 11.62870 -5.81560
H -17.39485 11.12164 -4.58874
H -18.54461 9.01472 -5.15305
H -17.48599 7.35138 -6.76003
H -13.45323 8.89932 -5.62840
H -11.92562 8.28963 -6.18357
H -12.95197 6.74729 -4.03953
H -13.36704 4.32595 -3.86536
H -14.00659 3.11044 -5.94083
H -14.63287 4.30431 -7.93474
H -10.70658 10.30369 -10.42965
H -11.31927 10.69760 -12.78501
H -13.52856 9.87840 -13.59471
H -14.89763 8.39512 -12.00584
C -10.45909 7.19142 -11.18523
N -11.67506 6.95865 -11.93509
C -11.66360 7.00027 -13.30171
C -12.77776 6.41860 -13.77572
N -13.46912 5.99914 -12.65891
C -12.80962 6.33749 -11.56300
S -13.14558 5.90424 -9.92752
C -14.75452 5.30562 -12.59384
C -14.85562 3.97896 -12.80313
C -16.14439 3.43257 -12.83858
C -17.19536 4.25795 -12.52446
C -16.95907 5.58599 -12.16857
N -15.75808 6.14884 -12.23691
H -9.68068 6.39744 -11.36004
H -10.57734 7.16856 -10.14158
H -9.98799 8.11146 -11.47313
H -10.88322 7.46935 -13.82986
H -13.18028 6.24852 -14.77354
H -13.96324 3.38524 -12.88541
H -16.30664 2.36577 -13.01062
H -18.17748 3.87201 -12.43123
H -17.75608 6.23379 -11.82462
Se -16.48219 5.50993 -9.04849
C -17.27453 5.17576 -7.40618
N -17.81105 5.05625 -6.38526
C -19.63019 7.62584 -9.09004
N -19.26694 9.02645 -8.83138
C -20.11939 9.90192 -8.23455
C -19.53605 11.12743 -8.20539
N -18.29025 10.95137 -8.71661
C -17.35126 12.00996 -8.92172
C -18.14301 9.66016 -9.11413
Se -16.63639 9.03511 -10.04036
H -20.49276 7.65203 -9.77144
H -19.86751 7.13012 -8.16338
H -18.73756 7.14424 -9.52103
H -21.09177 9.61384 -7.90970
H -19.89086 12.07290 -7.87113
H -17.51454 12.79503 -8.16086
H -17.50273 12.43420 -9.92057
H -16.31199 11.70312 -8.84972
```

DFT total energy: -214312.0237 eV
Relative energy (zero: lowest compared OMol25 entry of this formula, charge and spin): 19.7 kcal/mol
Molecular weight: 809.57 u
Total charge: +3
HOMO-LUMO gap: 6.427 eV